one:
C4H6N2O in the gas phase. Source: the Open Molecules 2025 dataset; level of theory: wB97M-V/def2-TZVPD.

HOMO: -8.18 eV
E_LUMO: 0.943 eV
Kohn-Sham gap: 9.119 eV

Geometry as ORCA input:
```
! RIJCOSX wB97M-V def2-TZVPD def2/J DEFGRID3
* xyz 0 1
C -2.178 -0.427 -0.012
C -0.769 0.061 -0.059
C -0.265 1.326 -0.042
O 1.127 1.214 -0.061
C 1.348 -0.101 -0.054
N 2.649 -0.495 -0.091
N 0.279 -0.842 -0.106
H -2.352 -1.122 0.831
H -2.361 -1.031 -0.887
H -2.912 0.391 -0.007
H -0.622 2.334 0.008
H 2.740 -1.454 0.213
H 3.317 0.146 0.267
*
```

Mulliken population analysis, charges in e, atoms 1 to 4: number 1, C, carries -1.055; number 2, C, carries 0.626; number 3, C, carries -0.404; number 4, O, carries -0.359

---

two:
C4H6N2O as an isolated structure. Source: the Open Molecules 2025 dataset; level of theory: wB97M-V/def2-TZVPD.

HOMO: -9.03 eV
E_LUMO: -0.014 eV
Kohn-Sham gap: 9.011 eV

Geometry as ORCA input:
```
! RIJCOSX wB97M-V def2-TZVPD def2/J DEFGRID3
* xyz 0 1
C 1.910 0.484 0.142
C 0.459 0.277 -0.119
C -0.288 -0.929 0.179
N -1.379 -0.823 -0.781
C -1.517 0.538 -0.544
O -2.272 0.746 0.476
N -0.322 1.217 -0.606
H 2.134 1.549 0.219
H 2.470 0.063 -0.700
H 2.233 -0.033 1.053
H 0.211 -1.884 0.333
H -2.234 -1.287 -0.493
H -1.437 -0.049 1.087
*
```

Mulliken population analysis, charges in e, atoms 1 to 4: number 1, C, carries -1.113; number 2, C, carries 0.714; number 3, C, carries -0.878; number 4, N, carries -0.350

---

three:
C4H6N2O in the gas phase. Source: the Open Molecules 2025 dataset; level of theory: wB97M-V/def2-TZVPD.

HOMO: -8.82 eV
E_LUMO: 0.829 eV
Kohn-Sham gap: 9.651 eV

Geometry as ORCA input:
```
! RIJCOSX wB97M-V def2-TZVPD def2/J DEFGRID3
* xyz 0 1
C 0.404 -2.148 0.587
O -0.249 -1.086 1.306
C -0.447 0.021 0.520
C 0.497 1.052 0.369
C 0.068 1.876 -0.631
N -1.102 1.491 -1.132
N -1.533 0.084 -0.223
H 1.234 -2.533 1.191
H -0.301 -2.961 0.385
H 0.797 -1.771 -0.361
H 1.413 1.136 0.914
H 0.628 2.737 -0.998
H -1.409 2.101 -1.927
*
```

Mulliken population analysis, charges in e, atoms 1 to 4: number 1, C, carries -0.618; number 2, O, carries -0.389; number 3, C, carries 0.665; number 4, C, carries -0.500

---

Which structure loses on stability? two does.

---

one:
A 2-piece molecular cluster, C5H12O2 overall. Source: the Open Molecules 2025 dataset; level of theory: wB97M-V/def2-TZVPD.

HOMO: -9.71 eV
E_LUMO: 0.251 eV
Kohn-Sham gap: 9.963 eV

Geometry as ORCA input:
```
! RIJCOSX wB97M-V def2-TZVPD def2/J DEFGRID3
* xyz 0 1
C -2.266 -0.111 1.076
C -1.209 -1.082 0.556
C -0.269 -0.296 -0.302
O 0.284 1.258 0.918
C 1.071 -0.705 -0.799
C 1.763 0.635 -1.241
O 2.564 1.285 -0.297
H -3.011 -0.613 1.694
H -1.739 0.665 1.632
H -2.781 0.375 0.236
H -1.704 -1.873 -0.041
H -0.661 -1.584 1.357
H -0.847 0.122 -1.152
H 0.989 1.019 1.572
H 0.988 -1.323 -1.714
H 1.586 -1.325 -0.056
H 0.937 1.299 -1.542
H 2.378 0.435 -2.119
H 1.928 1.818 0.222
*
```

Mulliken population analysis, charges in e, atoms 1 to 4: number 1, C, carries -1.090; number 2, C, carries -0.352; number 3, C, carries -0.046; number 4, O, carries -0.801

---

two:
C5H12O2 in the gas phase. Source: the Open Molecules 2025 dataset; level of theory: wB97M-V/def2-TZVPD.

HOMO: -10.04 eV
E_LUMO: 0.824 eV
Kohn-Sham gap: 10.865 eV

Geometry as ORCA input:
```
! RIJCOSX wB97M-V def2-TZVPD def2/J DEFGRID3
* xyz 0 1
C 2.326 0.195 1.334
C 0.885 0.619 1.065
C 0.310 -0.078 -0.169
O 0.396 -1.486 -0.067
C -1.154 0.306 -0.444
C -1.580 -0.105 -1.845
O -1.913 -0.380 0.554
H 2.382 -0.887 1.479
H 2.972 0.450 0.484
H 2.730 0.688 2.224
H 0.250 0.392 1.932
H 0.831 1.706 0.909
H 0.915 0.200 -1.043
H -0.354 -1.731 0.500
H -1.279 1.392 -0.313
H -1.278 -1.140 -2.031
H -2.667 -0.020 -1.973
H -1.110 0.537 -2.597
H -2.801 -0.533 0.211
*
```

Mulliken population analysis, charges in e, atoms 1 to 4: number 1, C, carries -1.200; number 2, C, carries -0.482; number 3, C, carries -0.194; number 4, O, carries -0.596

---

three:
A 2-piece molecular cluster, C5H12O2 overall. Source: the Open Molecules 2025 dataset; level of theory: wB97M-V/def2-TZVPD.

HOMO: -8.97 eV
E_LUMO: 0.686 eV
Kohn-Sham gap: 9.657 eV

Geometry as ORCA input:
```
! RIJCOSX wB97M-V def2-TZVPD def2/J DEFGRID3
* xyz 0 1
C 0.615 1.339 2.059
C -0.524 1.524 1.374
C -1.304 0.305 0.876
C -0.490 -0.636 -0.041
C -0.470 -0.055 -1.442
O -1.749 0.179 -2.005
H 0.915 1.935 2.912
H 1.348 0.600 1.747
H -0.953 2.507 1.232
H -1.615 -0.276 1.735
H -2.143 0.679 0.291
H -0.867 -1.653 0.039
H 0.539 -0.772 0.293
H 0.165 0.831 -1.423
H 0.140 -0.672 -2.116
H -1.840 -0.483 -2.695
O 2.921 -1.948 -1.259
H 3.019 -2.187 -0.328
H 2.293 -1.218 -1.248
*
```

Mulliken population analysis, charges in e, atoms 1 to 4: number 1, C, carries -0.662; number 2, C, carries -0.290; number 3, C, carries -0.522; number 4, C, carries -0.248

---

Which structure loses on stability? one does.

---

one:
C5H12O2 in the gas phase. Source: the Open Molecules 2025 dataset; level of theory: wB97M-V/def2-TZVPD.

HOMO: -9.73 eV
E_LUMO: 0.749 eV
Kohn-Sham gap: 10.483 eV

Geometry as ORCA input:
```
! RIJCOSX wB97M-V def2-TZVPD def2/J DEFGRID3
* xyz 0 1
C -0.501 0.041 -2.687
C 0.159 0.619 -1.442
C -0.484 0.124 -0.152
O -0.485 -1.288 -0.239
C 0.262 0.730 1.063
C 0.374 -0.144 2.300
O 1.130 -1.297 1.961
H -0.071 0.470 -3.598
H -0.363 -1.043 -2.712
H -1.579 0.241 -2.689
H 0.138 1.717 -1.452
H 1.215 0.316 -1.409
H -1.533 0.470 -0.118
H -0.546 -1.661 0.646
H -0.249 1.658 1.350
H 1.281 1.011 0.768
H -0.625 -0.425 2.673
H 0.871 0.428 3.099
H 1.004 -1.968 2.639
*
```

Mulliken population analysis, charges in e, atoms 1 to 4: number 1, C, carries -1.224; number 2, C, carries -0.673; number 3, C, carries 0.321; number 4, O, carries -0.561

---

two:
C5H12O2 in the gas phase. Source: the Open Molecules 2025 dataset; level of theory: wB97M-V/def2-TZVPD.

HOMO: -9.91 eV
E_LUMO: 0.804 eV
Kohn-Sham gap: 10.711 eV

Geometry as ORCA input:
```
! RIJCOSX wB97M-V def2-TZVPD def2/J DEFGRID3
* xyz 0 1
C 2.240 0.378 1.354
C 0.747 0.468 1.098
C 0.340 -0.183 -0.214
O 0.673 -1.557 -0.274
C -1.136 0.109 -0.454
C -1.568 -0.093 -1.899
O -1.905 -0.535 0.522
H 2.565 -0.667 1.362
H 2.795 0.893 0.562
H 2.503 0.838 2.311
H 0.170 -0.002 1.907
H 0.415 1.514 1.055
H 0.892 0.275 -1.047
H 0.282 -1.986 0.500
H -1.225 1.285 -0.342
H -2.592 -0.459 -2.061
H -1.533 0.994 -1.982
H -0.870 -0.614 -2.567
H -2.793 -0.659 0.167
*
```

Mulliken population analysis, charges in e, atoms 1 to 4: number 1, C, carries -1.226; number 2, C, carries -0.488; number 3, C, carries -0.212; number 4, O, carries -0.575

---

three:
A 2-piece molecular cluster, C5H12O2 overall. Source: the Open Molecules 2025 dataset; level of theory: wB97M-V/def2-TZVPD.

HOMO: -9.80 eV
E_LUMO: 0.733 eV
Kohn-Sham gap: 10.535 eV

Geometry as ORCA input:
```
! RIJCOSX wB97M-V def2-TZVPD def2/J DEFGRID3
* xyz 0 1
C -1.588 0.608 2.510
C -0.914 -0.196 1.388
C 0.129 0.682 0.745
O 1.327 0.585 0.931
H -0.860 0.960 3.247
H -2.140 1.476 2.128
H -2.303 -0.036 3.028
H -0.405 -1.067 1.806
H -1.684 -0.535 0.681
H -0.286 1.537 0.171
C 1.437 0.198 -2.178
C 0.458 -0.628 -1.353
O 0.300 -1.971 -1.765
H 2.459 -0.142 -1.987
H 1.241 0.143 -3.253
H 1.396 1.253 -1.883
H 0.916 -0.602 -0.307
H -0.555 -0.171 -1.499
H 1.018 -2.179 -2.369
*
```

Mulliken population analysis, charges in e, atoms 1 to 4: number 1, C, carries -1.258; number 2, C, carries -0.164; number 3, C, carries -0.102; number 4, O, carries -0.541

---

four:
C5H12O2 in the gas phase. Source: the Open Molecules 2025 dataset; level of theory: wB97M-V/def2-TZVPD.

HOMO: -6.95 eV
E_LUMO: 0.824 eV
Kohn-Sham gap: 7.775 eV

Geometry as ORCA input:
```
! RIJCOSX wB97M-V def2-TZVPD def2/J DEFGRID3
* xyz 0 1
C -1.754 0.819 -1.982
O -1.235 -0.134 -1.083
C 0.168 -0.054 -0.926
C 0.519 -0.993 0.221
C 1.953 -0.805 0.712
C -0.122 0.588 1.892
O -0.521 -0.863 1.262
H -1.328 0.678 -2.985
H -2.834 0.667 -2.028
H -1.542 1.845 -1.649
H 0.676 -0.410 -1.838
H 0.476 0.973 -0.697
H 0.384 -2.025 -0.094
H 2.092 -1.230 1.709
H 2.246 0.247 0.753
H 2.613 -1.350 0.023
H 0.291 0.189 2.831
H -1.120 0.973 2.132
H -1.344 -0.724 0.737
*
```

Mulliken population analysis, charges in e, atoms 1 to 4: number 1, C, carries -0.746; number 2, O, carries -0.358; number 3, C, carries -0.724; number 4, C, carries 0.360

---

Which structure loses on stability? four does.